The following is a DFT calculation (ωB97M-V/def2-TZVPD) of a molecular structure, C27H44BrF3NO9P2S at a distorted geometry.

Geometry as XYZ:
```
88
Properties=species:S:1:pos:R:3:forces:R:3:mulliken_charge:R:1
C 1.35808 -3.62492 1.99913 1.0 6.1 -4.1 -0.765
C 1.37677 -2.63277 1.11617 -0.9 -4.7 4.3 -0.310
C 1.30882 -1.31002 0.13567 4.1 -1.1 4.0 1.187
F 2.68288 -1.37614 -0.42238 -2.8 0.0 0.2 -0.507
C 1.41114 -0.07334 1.14583 -0.5 1.8 2.0 1.164
C 2.16006 1.25285 0.56473 -0.2 0.6 -2.5 -0.904
O 2.38303 2.33138 1.50886 -0.1 -3.7 2.0 -0.175
O 2.17232 3.49607 0.85493 -0.9 3.0 -1.5 -0.649
C 2.25527 -0.41195 2.51713 0.9 1.3 0.5 -0.921
C 3.79472 -0.83947 2.30564 1.9 -6.1 1.9 0.037
O 4.16600 -1.97583 2.75958 -1.7 6.2 -2.5 -0.504
F 4.81098 -0.04421 1.67351 -3.1 -1.2 1.3 -0.243
C -0.12452 0.38038 1.58390 0.4 1.5 -1.3 -0.008
C -0.22940 0.91493 3.08266 1.5 0.3 1.6 -1.639
C -1.28514 -0.56532 0.97803 0.1 0.4 1.3 -0.722
Br -2.89165 0.61357 1.46398 0.4 -0.2 -0.9 0.115
C -1.76677 -1.86834 1.76277 -1.6 -1.5 0.0 -0.082
C -1.85292 -1.84645 3.36254 -0.5 -1.1 1.2 -0.247
C -2.99247 -2.94909 3.77480 -1.5 -3.3 -0.8 0.357
O -3.04166 -4.13147 3.30824 0.5 5.3 1.7 -0.546
O -4.02971 -2.51271 4.69704 1.8 -0.2 -2.5 -0.483
C -1.09430 -0.78891 -0.66596 -3.9 1.5 0.3 1.631
C -2.32872 -1.67697 -1.20324 -1.2 -1.9 -1.1 -1.399
C -3.82364 -1.10478 -1.06696 -0.9 1.0 0.9 -1.225
O -4.65279 -1.72889 -2.10644 -1.2 0.2 1.5 -0.233
C -6.04508 -1.47262 -1.87384 -2.0 3.0 0.3 0.504
O -6.48291 -0.30670 -1.59640 2.4 -5.4 -1.0 -0.555
C -7.03753 -2.76456 -2.04912 1.9 -1.0 -0.3 -0.374
C -6.18808 -4.16556 -2.19306 -0.6 -0.3 -0.4 -0.883
C -1.29847 0.63871 -1.46045 -1.0 0.3 1.3 -0.703
C -1.73683 0.67326 -2.98535 4.2 3.5 -5.6 0.092
O -0.98762 1.36312 -3.77594 -4.1 -3.5 4.4 -0.522
F -2.88975 0.15345 -3.64075 2.3 0.7 2.9 -0.177
N 0.29861 -1.40873 -0.95215 1.3 -0.4 2.1 0.708
P 0.22275 -3.24050 -1.16729 -1.0 -4.3 -3.3 -0.382
S -0.46671 -3.87846 -2.90584 0.2 0.6 0.9 -0.182
P 0.91478 -1.01005 -2.64582 0.6 1.9 -4.0 -0.136
C 1.90348 0.65044 -2.69134 1.2 -0.1 -0.2 -1.003
C 2.31481 -2.08371 -3.28874 2.9 -0.4 -0.6 -0.085
C 2.39709 -1.81186 -4.91822 -0.8 0.2 0.3 -0.960
H 1.60622 -4.27026 2.92701 -0.7 1.2 -2.2 0.383
H 1.47930 1.76541 -0.23720 1.3 -1.2 1.2 0.218
H 3.19146 1.02767 0.08249 -1.8 0.0 0.9 0.591
H 1.87506 4.16967 1.51999 0.3 -1.1 -0.3 0.356
H 2.41097 0.53589 3.18669 -0.6 -1.2 -1.8 0.807
H 1.66717 -1.09857 3.25231 1.7 0.6 -1.8 0.380
H -0.26189 1.36882 0.96126 0.2 -1.8 1.1 0.422
H -0.03180 0.12133 3.91716 -0.5 1.3 -1.7 0.269
H -1.14988 1.49826 3.41234 1.0 -1.1 -1.0 0.385
H 0.63450 1.69229 3.22904 -1.6 -1.5 -0.5 0.309
H -2.88266 -2.04171 1.44101 2.2 0.4 0.3 0.084
H -1.27492 -2.87068 1.50325 -0.3 1.7 0.2 -0.079
H -2.18371 -0.86671 3.85227 0.7 -1.4 -0.9 0.305
H -0.86662 -2.25811 3.83405 -1.7 1.0 -0.8 0.183
H -4.89790 -2.91975 4.43549 1.3 0.0 0.3 0.374
H -2.43555 -2.73492 -0.71774 0.6 1.9 -0.8 0.371
H -2.27942 -1.89535 -2.35129 0.4 0.5 2.1 0.559
H -3.95209 0.02873 -1.17681 0.5 -1.7 0.2 0.228
H -4.32437 -1.39783 -0.05378 1.2 0.6 -1.7 0.419
H -7.62533 -2.66555 -3.03164 0.7 0.3 1.8 0.312
H -7.68645 -2.87982 -1.10936 0.8 0.7 -1.7 0.274
H -5.32028 -4.07567 -2.95240 -1.4 0.0 1.5 0.223
H -6.89249 -4.98948 -2.62783 1.1 1.6 0.9 0.335
H -5.82634 -4.56073 -1.17115 -0.4 0.8 -1.7 0.227
H -2.15941 1.29149 -1.00878 1.5 -1.6 -0.2 0.843
H -0.36557 1.25056 -1.19035 -1.3 -0.7 -1.5 0.272
H -0.65321 -3.89161 -0.25435 0.8 1.0 0.4 0.319
H 1.55752 -3.82163 -1.23045 -0.8 1.2 1.1 0.393
H 2.86540 0.60703 -2.05139 -1.7 0.3 -0.9 0.251
H 1.26912 1.58548 -2.55894 0.9 -1.4 0.0 0.306
H 2.29414 0.70157 -3.79388 -1.0 -0.4 1.9 0.622
H 2.26937 -3.21081 -3.18955 -0.3 1.5 0.2 0.475
H 3.36722 -1.76008 -2.89468 -2.1 -0.5 -0.3 0.296
H 3.48646 -1.54124 -5.23611 -2.1 -0.6 0.7 0.300
H 2.00573 -2.75660 -5.44865 0.8 1.6 0.7 0.288
H 1.67895 -0.94508 -5.18080 1.2 -1.3 0.1 0.311
C 4.54190 5.68552 0.78183 -0.2 -0.2 -0.2 -0.754
C 4.03619 7.07861 1.12021 0.7 -0.1 0.3 0.381
C 5.18364 8.06546 1.26504 0.0 0.3 -0.1 -1.299
O 3.29603 7.02959 2.33930 -0.4 -0.1 0.1 -0.563
H 5.19282 5.30211 1.57498 0.1 0.1 0.0 0.317
H 3.70561 4.98608 0.69305 0.3 0.2 -0.1 0.020
H 5.10045 5.68525 -0.15825 0.0 0.0 0.1 0.354
H 3.35289 7.42179 0.33761 -0.1 0.0 0.2 0.281
H 5.85708 7.76581 2.07491 0.0 -0.1 -0.1 0.333
H 4.80550 9.05962 1.51998 0.0 -0.1 -0.1 0.331
H 5.76137 8.13767 0.33960 0.0 0.0 0.1 0.357
H 3.89290 6.72668 3.03866 -0.1 0.1 -0.2 0.362
```
Positions in Å, forces in eV/Å.

Calculated values
ΔE to the lowest compared entry with this formula, charge and spin = 133.7 kcal per mole
Kohn-Sham gap = 7.890 eV
highest occupied orbital energy = -11.9884 eV
charge = +1
F_max = 7.80 eV Å⁻¹
total energy = -156214.657 eV

The following is a DFT calculation (ωB97M-V/def2-TZVPD) of 2 unconnected molecules or ions with the total composition C14H14N3 at a distorted geometry.

Geometry as XYZ:
```
31
Properties=species:S:1:pos:R:3:forces:R:3:mulliken_charge:R:1
C -0.54017 -0.00352 -2.32720 0.8 0.0 -0.4 0.013
C -1.10276 1.24795 -2.52539 -0.2 0.3 0.0 -0.138
C -2.44918 1.55457 -2.68507 0.1 0.4 -0.2 -0.201
C -3.53951 0.69223 -2.68802 -0.4 0.0 0.1 -0.273
C -3.54579 -0.69735 -2.68843 -0.3 0.1 0.2 -0.280
C -2.45666 -1.56118 -2.68923 0.1 -0.4 -0.1 -0.202
C -1.11035 -1.25086 -2.53254 -0.2 -0.4 0.0 -0.139
H 0.51062 -0.00803 -2.03032 -0.4 0.0 -0.4 0.209
H -0.39935 2.08678 -2.55962 -0.3 -0.3 0.2 0.348
H -2.68760 2.61634 -2.80050 0.1 -0.3 0.1 0.338
H -4.52370 1.17057 -2.70509 0.3 -0.2 -0.1 0.344
H -4.53385 -1.16811 -2.70276 0.3 0.1 -0.1 0.347
H -2.69128 -2.62415 -2.80376 0.1 0.3 0.1 0.339
H -0.40800 -2.09034 -2.57313 -0.3 0.3 0.2 0.346
C 4.38062 0.00319 1.45584 0.4 0.0 -0.1 -0.705
N 2.96297 0.00266 1.13682 -1.0 0.0 -0.3 0.620
N 2.51450 0.00164 -0.13972 -1.4 0.0 1.2 -0.846
N 1.19042 0.00078 -0.12567 1.6 0.0 0.9 -0.125
C 0.76155 0.00159 1.19554 0.6 0.0 0.1 -0.095
C 1.89750 0.00264 2.01960 0.3 0.0 -0.8 1.387
C 1.84281 0.00249 3.41348 -0.8 0.0 0.3 -1.036
C 0.55548 0.00197 3.97735 1.1 0.0 -0.2 -0.492
C -0.59726 0.00121 3.16610 -0.3 0.0 -0.8 -0.632
C -0.52172 0.00083 1.76984 0.4 0.0 0.4 -0.396
H 4.47999 0.00321 2.54706 0.0 0.0 -0.3 0.228
H 4.87109 -0.89536 1.05023 -0.2 0.4 0.1 0.288
H 4.87028 0.90214 1.05017 -0.2 -0.4 0.1 0.287
H 2.77915 0.00281 3.97055 -0.5 0.0 0.2 0.286
H 0.43028 0.00244 5.06574 0.1 0.0 -0.5 0.360
H -1.56927 0.00083 3.66463 0.3 0.0 -0.3 0.358
H -1.37079 0.00005 1.09349 -0.2 0.0 0.4 0.462
```
Positions in Å, forces in eV/Å.

Calculated values
Kohn-Sham gap = 6.487 eV
highest occupied orbital energy = -11.4549 eV
charge = +1
F_max = 1.89 eV Å⁻¹
total energy = -19206.756 eV